(1)
A 13-piece molecular cluster, C28H80O14S13 overall, computed with wB97M-V/def2-TZVPD.

```
! wB97M-V def2-TZVPD RIJCOSX def2/J DEFGRID3
* xyz 0 1
H 1.840 3.017 -3.615
H -0.910 7.637 -2.393
H 3.682 5.849 2.649
H -3.755 1.739 -1.409
H -0.786 -5.347 -6.158
O -5.222 0.739 -4.010
H 2.556 1.974 -2.321
H -0.713 6.428 1.514
S -0.570 5.692 3.821
H 2.918 0.607 -6.183
H 0.933 -7.887 -2.787
C -4.053 -6.057 2.824
O 2.689 -6.829 0.208
C 0.282 -1.207 -0.638
C -5.003 -0.993 1.957
H -1.204 1.061 7.094
H 1.232 -1.739 -0.692
S 3.489 3.845 1.170
C 0.589 1.525 3.866
C -4.842 1.673 -1.435
C 4.382 0.534 -0.262
H -1.489 1.705 -1.751
O -0.856 -0.963 1.730
H -1.023 3.408 3.275
H 5.701 0.517 -2.744
O -4.826 -4.478 0.771
C -1.348 -4.639 -5.548
H -0.738 -0.213 5.861
H 4.428 -3.575 1.066
H -1.754 -3.871 -6.206
H -0.149 -1.744 -5.447
O 0.652 5.173 4.578
S 2.045 -6.373 -1.093
H -2.176 7.044 -1.342
C -0.054 4.992 -1.603
C -0.949 0.838 6.058
H 0.843 -2.970 -6.145
H -0.018 4.825 1.557
H 3.952 2.101 2.803
O -4.287 0.346 4.253
H 1.013 6.203 2.023
H -5.256 1.688 -0.427
H -0.223 -0.534 -2.781
H 2.932 -2.593 1.077
S 3.861 1.998 -4.361
O 4.475 3.152 -5.108
H -5.112 -2.036 2.254
C 2.744 2.740 -3.072
O 3.787 -4.526 3.633
H 1.392 -2.119 -4.699
H -3.406 -1.015 -2.549
H 2.995 -4.154 0.193
H -2.433 7.439 -3.080
C 0.384 -5.686 -0.653
H 0.653 5.781 -1.347
H 0.502 1.747 -0.049
S -5.499 0.335 -2.528
H -0.371 1.601 3.355
H 3.217 6.325 1.056
H 3.225 3.568 -2.551
H -4.409 -1.214 -0.999
S 2.704 -4.543 2.521
C -1.094 0.843 -1.214
H -0.324 -5.662 -1.481
H 5.512 -0.935 -3.498
H -5.208 2.578 -1.920
H 0.812 0.483 -2.170
H 0.421 4.011 -1.632
C -0.438 1.250 0.192
O 3.198 -1.356 -1.921
O -2.469 4.346 -2.659
H -1.756 0.998 5.342
C -2.337 -4.102 1.745
H 1.909 0.556 -4.685
H 1.648 -2.593 3.491
C 1.269 -3.552 3.138
H -5.001 -1.946 -2.444
S 0.194 -0.312 0.945
C 5.783 -0.546 -2.517
H -3.181 -6.352 3.407
H -0.492 -1.973 -0.598
H -1.929 0.226 -0.883
O 1.682 1.399 6.549
C 4.078 3.184 2.813
S -0.247 -3.961 -4.242
H -3.253 2.306 2.127
C 0.523 -2.562 -5.187
H -1.665 -4.583 2.456
O -1.163 -3.253 -3.198
S -3.671 -0.069 2.903
H 5.150 3.340 2.936
H 0.523 -4.645 -0.360
H 5.112 0.723 0.525
H -0.003 -6.402 0.072
C 3.338 -3.605 1.069
H 4.928 5.939 1.514
H 0.474 -3.515 2.393
C -0.011 -0.125 -1.793
H -0.956 1.750 1.010
H 1.134 -8.647 -1.239
H -4.881 -6.766 2.802
C -1.661 4.197 3.674
S -3.582 -5.332 1.138
H -2.017 3.958 4.677
C 1.600 -7.940 -1.926
H 1.055 0.554 3.705
H -1.835 -3.720 0.856
C -1.771 6.970 -2.352
H -0.635 4.984 -0.682
H 1.324 2.225 3.469
O 1.974 3.770 1.220
H 1.943 2.026 -5.713
H 0.888 -4.130 3.981
H -5.950 -0.516 2.209
H 2.522 -8.456 -2.192
O 1.470 -0.040 1.513
S -1.236 5.278 -2.966
H -2.191 -5.221 -5.178
H 4.592 1.300 -1.008
C 3.880 5.649 1.596
H 3.509 3.569 3.659
C -3.941 1.483 1.934
C -4.386 -1.121 -2.085
H 6.709 -0.826 -2.015
S 4.524 -1.064 -1.211
H -2.744 -3.184 2.169
S 0.525 1.926 5.659
H -2.434 4.398 2.933
H -4.913 -0.772 0.894
H 3.356 0.710 0.062
C 0.000 5.799 2.046
H -5.005 1.707 1.856
C 2.517 1.176 -5.344
H -3.662 1.134 0.939
H -4.694 -5.500 3.507
*
```

The value obtained for the highest occupied orbital energy is -8.08 eV. Its total energy is -199841.2654 eV. The LUMO energy is -0.076 eV.

(2)
C18H25F7IrN2O5SSe2 as an isolated structure, computed with wB97M-V/def2-TZVPD.

```
! wB97M-V def2-TZVPD RIJCOSX def2/J DEFGRID3
* xyz -1 1
N -0.571 1.485 1.201
O -1.444 -1.575 3.957
H 1.509 -2.407 1.149
H 0.573 1.357 -4.538
C -2.151 -3.549 2.427
H 2.390 -0.861 3.652
C -4.196 2.384 1.003
H 0.706 -1.132 3.221
F -2.952 -4.032 3.389
F -5.269 2.401 1.815
C 0.632 -0.621 -3.678
H 2.715 -0.054 -3.454
C -1.821 1.890 0.755
H -1.951 0.342 -3.923
H 3.718 0.366 2.618
H 3.477 -0.197 0.961
F -2.685 -3.865 1.249
C -2.987 1.971 1.534
F -0.891 2.496 -1.340
F -2.989 1.637 2.835
S -1.958 -1.731 2.616
O -1.303 0.570 -4.602
H 2.392 -2.421 -4.484
C -0.345 1.406 2.645
C 3.152 0.538 1.692
C -0.283 -1.617 -2.978
O -0.955 -1.486 1.563
C 1.012 -1.171 -5.061
Ir 0.302 -0.085 0.315
C -1.968 2.355 -0.561
C -3.184 2.737 -1.079
O 1.605 -2.467 -5.036
C -0.064 0.720 -3.916
H 0.115 -1.261 -5.671
O -3.256 -1.187 2.342
H -0.703 2.319 3.129
H 2.222 -1.435 -2.476
C 1.703 -1.014 2.808
H -5.288 3.051 -0.725
C 1.151 1.335 2.825
C 3.455 1.945 1.189
C -4.335 2.756 -0.315
Se 1.895 0.757 -1.300
N 1.723 0.241 2.001
F -0.970 -4.176 2.531
Se -1.213 -1.033 -1.355
H -0.217 1.225 -2.969
H 1.428 1.204 3.878
H 3.162 -2.267 1.778
H -0.844 0.573 3.140
H -1.092 -1.915 -3.649
F -3.232 3.141 -2.363
C 2.106 -2.265 2.052
C 1.902 -0.458 -2.843
H 1.567 2.275 2.479
H 0.272 -2.520 -2.736
H 1.689 -0.459 -5.551
H 3.659 2.631 2.012
H 4.333 1.914 0.544
H 1.917 -3.124 2.697
H 2.637 2.360 0.602
*
```

The value obtained for the highest occupied orbital energy (spin up / spin down) is -4.45 / -4.45 eV. Its total energy is -195680.6356 eV. The LUMO energy (spin up / spin down) is 2.187 / 2.188 eV.

(3)
A 7-piece molecular cluster, C40H92N2O9S3 overall, computed with wB97M-V/def2-TZVPD.

```
! wB97M-V def2-TZVPD RIJCOSX def2/J DEFGRID3
* xyz 0 1
H -3.726 -7.221 3.876
C -2.139 -8.010 2.640
H -6.623 8.957 2.798
H -1.624 -4.201 -2.308
H 3.820 -7.658 -0.048
H 3.409 3.713 0.122
H 7.582 3.496 -5.769
H 1.426 2.421 5.273
H 1.813 2.828 -2.253
C -0.595 -3.030 -4.601
H 3.015 4.046 -2.755
H 7.633 2.691 -2.955
N -5.503 -0.808 1.791
C 0.243 1.910 3.466
H 7.212 6.231 -3.191
H 1.590 4.923 2.102
H -2.141 -2.503 -2.354
H 1.784 5.632 3.766
H 2.784 -7.438 3.097
C 3.437 3.115 -0.829
O -4.074 8.320 0.697
H -0.034 5.458 -2.725
H 8.150 4.982 -2.347
H 4.907 -9.367 2.509
H 4.256 -10.665 3.529
H 1.778 -9.053 4.599
C -5.591 3.427 -1.461
H -2.382 -9.051 2.864
S -3.220 2.730 -2.655
H 7.897 5.216 -5.469
O 6.762 2.900 -3.310
H 2.226 1.313 4.127
H -0.567 5.426 -1.009
H -4.583 4.743 -2.871
H -0.911 -4.059 -4.790
H -5.395 3.941 0.728
H -0.895 -6.692 3.366
C 3.912 -2.075 -1.300
C 2.379 3.459 3.551
H -6.208 8.230 -0.887
H -7.696 -1.300 -0.285
C -1.133 3.188 -0.544
C 1.268 -6.920 -0.848
H -3.764 4.748 -1.240
H -0.522 2.714 3.628
O 2.977 -5.226 -0.790
H 4.804 -2.226 -1.958
O -7.144 0.678 -0.094
H 8.837 3.963 -4.633
C -7.645 -0.513 0.514
C -4.256 4.108 -2.007
H 5.124 0.885 -1.213
H 3.008 -1.891 -1.928
O -1.117 -7.610 3.553
S -1.137 3.737 -4.531
H -0.199 0.947 3.843
H 3.451 -8.459 -1.589
C 2.752 -9.347 2.687
C -5.596 9.014 2.431
C -6.742 -1.092 1.637
H -1.389 0.434 1.581
C 2.613 -6.467 -1.393
H -5.300 2.365 -1.219
H -2.114 3.678 -0.328
C 7.843 4.229 -5.003
H 4.657 -7.158 -1.510
H -1.324 -6.877 0.983
C -0.158 -2.844 -3.157
H 3.050 -5.370 0.160
C -1.287 -3.168 -2.191
H 0.910 2.603 1.473
H 3.193 1.423 0.658
C -5.432 8.242 1.131
H -0.477 -0.918 -3.138
C -1.618 -7.905 1.215
H 3.735 -3.027 -0.716
H 5.093 -0.947 0.181
C -6.099 4.063 -0.128
C 3.120 1.603 -0.450
H 2.600 -9.942 1.784
C 1.521 4.866 -1.297
O -8.064 1.763 2.020
H 5.831 4.432 -4.273
H -6.107 9.833 -0.175
H -0.211 1.218 -0.694
H 2.799 3.089 2.576
C 0.397 1.699 1.899
H 3.252 3.748 4.191
O -7.332 3.368 0.225
H -8.695 -0.410 0.886
H 3.703 0.281 -2.183
H -2.032 1.132 -0.690
C 4.058 0.546 -1.152
C 4.108 -0.826 -0.346
C 6.823 4.208 -3.875
H 0.682 -9.464 3.293
H -5.655 7.186 1.301
H 0.397 4.573 3.388
H -7.394 8.723 0.338
H 2.068 1.335 -0.726
H 3.313 -0.895 0.436
C 0.022 4.864 -1.787
C 7.177 5.215 -2.791
C 2.394 3.704 -1.884
C -1.148 1.628 -0.235
H -3.136 -6.088 2.670
H -5.157 -1.330 2.602
H 4.488 3.158 -1.198
C 1.486 4.711 3.200
H 0.952 -7.861 -1.304
O 2.650 -7.972 2.307
C 3.695 -7.501 -1.123
C 4.140 -9.616 3.246
C -3.370 -7.142 2.846
H 2.034 5.828 -1.525
H 4.332 -8.995 4.127
H -6.382 3.351 -2.239
S -6.974 1.934 1.007
C 1.670 -9.673 3.704
H -0.729 -8.525 1.084
H 0.222 -2.786 -5.283
H 1.711 -10.724 4.002
H -0.962 -3.021 -1.159
H 2.533 -6.291 -2.468
H 0.501 -6.164 -1.039
C -6.344 8.788 0.043
H 1.512 4.734 -0.179
H -0.413 3.612 0.207
H -4.928 8.618 3.198
O 0.270 -1.499 -2.957
H -4.179 -7.436 2.174
H -5.333 10.067 2.293
C -1.499 3.374 -2.938
C -1.045 1.471 1.326
H -1.710 2.250 1.788
H -6.344 5.143 -0.263
H -7.211 -1.812 2.352
H -2.374 -8.221 0.493
H 1.315 -7.056 0.237
H -1.425 -2.360 -4.845
N -0.559 3.501 -1.876
H -3.865 9.247 0.543
C 1.598 2.245 4.176
H 6.443 5.183 -1.984
H 1.088 0.841 1.677
H 0.700 -3.488 -2.947
*
```

The value obtained for the highest occupied orbital energy is -7.99 eV. Its total energy is -96881.1497 eV. The LUMO energy is -0.071 eV.

(4)
C22H37AsN2O7PS4Y as an isolated structure, computed with wB97M-V/def2-TZVPD.

```
! wB97M-V def2-TZVPD RIJCOSX def2/J DEFGRID3
* xyz -2 1
H -0.044 1.913 1.775
H 1.105 -0.684 0.864
C -2.127 1.589 -1.808
H 2.972 -2.437 3.590
H -1.598 -0.525 -1.861
H 2.769 3.428 -1.977
H 1.670 2.547 -4.007
O -0.628 -4.520 2.883
H -2.400 6.178 1.024
H -1.724 5.542 3.319
H 1.925 3.414 -0.418
H 1.045 4.762 -3.155
S -1.067 -2.984 -4.865
C -1.493 4.891 2.483
O 0.105 -3.738 0.919
H 0.295 4.987 -1.574
C 3.992 -3.992 1.768
H -2.891 3.587 -2.281
P -0.463 1.931 -0.973
H 1.837 -4.859 3.435
H 1.064 1.063 -3.245
C -1.953 0.252 -2.541
S 1.510 -4.940 -3.360
H -3.411 -3.754 2.330
H -0.051 2.161 -4.057
H -1.890 4.715 -0.867
C 0.259 -4.299 2.058
H -1.866 -3.103 0.883
C -0.540 2.864 1.612
S 1.864 -5.702 -1.451
As -0.071 -3.243 -2.995
Y 1.755 -3.091 -0.566
H -1.230 0.292 -3.354
H -3.662 2.259 -3.150
H 3.797 -1.102 1.623
C -1.527 -1.291 1.782
O 2.003 -1.027 0.687
C -0.826 3.694 2.690
H -3.383 2.284 -0.143
H 2.350 1.884 -1.212
H -0.536 3.400 3.692
H -2.053 2.790 -3.627
O -0.687 -0.744 1.107
N 2.584 -3.614 1.862
C 2.745 -1.124 1.900
C 1.711 -4.676 2.362
H 1.333 -2.333 2.932
C 0.670 2.910 -2.134
C -3.126 1.359 -0.663
C 2.009 2.906 -1.385
S 1.367 -1.505 -2.751
C -1.582 4.414 0.124
O 5.910 -2.876 0.913
H 1.931 -5.593 1.810
H -2.347 -1.704 3.371
C 2.389 -2.394 2.657
C -1.873 5.246 1.195
C -2.703 2.629 -2.768
C 0.842 2.116 -3.433
H -2.984 -1.869 0.329
H -4.045 0.928 -1.076
O -1.619 -1.097 3.096
H -2.712 0.656 0.063
C 0.297 4.355 -2.463
H -4.389 -2.454 2.067
H -2.909 -0.072 -2.967
O 4.013 -2.845 -0.298
H 4.046 -5.026 1.422
C -2.511 -2.287 1.217
N -3.441 -2.748 2.247
C 4.731 -3.156 0.710
C -0.903 3.205 0.307
H 4.508 -3.913 2.731
H 2.538 -0.261 2.540
H -0.677 4.427 -2.950
*
```

The value obtained for the highest occupied orbital energy is -1.06 eV. Its total energy is -155249.0202 eV. The LUMO energy is 3.833 eV.